# 1
{
  "formula": "C43H43ClI2N4O6S3Sn",
  "method": "ωB97M-V with the def2-TZVPD basis set",
  "lumo_energy_ev": -1.1,
  "de_lowest_kcal_mol": 37.3,
  "energy_ha": -4799.0890,
  "elements": ["Sn", "C", "C", "C", "C", "C", "C", "C", "C", "C", "H", "H", "H", "H", "H", "H", "H", "H", "H", "H", "H", "H", "C", "C", "C", "C", "C", "C", "C", "S", "O", "O", "N", "C", "C", "C", "C", "C", "C", "C", "C", "N", "C", "H", "H", "H", "H", "H", "H", "H", "H", "H", "H", "H", "H", "H", "S", "C", "N", "C", "C", "N", "C", "C", "C", "C", "C", "C", "C", "C", "S", "C", "C", "C", "C", "C", "C", "C", "H", "H", "H", "H", "H", "H", "H", "H", "H", "H", "H", "H", "H", "H", "H", "H", "H", "H", "O", "Cl", "O", "O", "O", "I", "I"],
  "xyz": [[0.01, -0.39, 1.74], [0.25, -3.47, 5.22], [1.19, -2.35, 4.89], [1.03, -1.09, 5.47], [1.95, -0.07, 5.21], [1.77, 1.27, 5.84], [3.04, -0.34, 4.40], [3.19, -1.57, 3.78], [4.35, -1.84, 2.88], [2.25, -2.56, 4.03], [-0.32, -3.74, 4.34], [-0.44, -3.18, 6.02], [0.80, -4.35, 5.55], [0.22, -0.91, 6.16], [0.93, 1.79, 5.38], [2.66, 1.88, 5.71], [1.56, 1.18, 6.91], [3.80, 0.42, 4.26], [5.15, -1.12, 3.05], [4.04, -1.76, 1.84], [4.73, -2.85, 3.03], [2.40, -3.55, 3.60], [-4.79, 2.79, -3.81], [-4.31, 2.46, -2.44], [-5.10, 2.69, -1.32], [-4.64, 2.35, -0.05], [-3.38, 1.80, 0.08], [-2.57, 1.58, -1.01], [-3.04, 1.91, -2.27], [-2.85, 1.21, 1.67], [-2.91, -0.22, 1.58], [-3.64, 1.83, 2.70], [-1.26, 1.52, 1.79], [-0.77, 2.76, 2.06], [-1.54, 3.91, 2.16], [-0.96, 5.14, 2.46], [0.40, 5.27, 2.63], [1.22, 4.14, 2.50], [2.63, 4.18, 2.59], [3.36, 3.04, 2.40], [2.68, 1.83, 2.17], [1.38, 1.75, 2.12], [0.64, 2.87, 2.23], [-5.84, 3.07, -3.79], [-4.67, 1.93, -4.47], [-4.22, 3.62, -4.22], [-6.08, 3.12, -1.43], [-5.24, 2.50, 0.83], [-1.61, 1.12, -0.85], [-2.43, 1.73, -3.15], [-2.61, 3.83, 2.03], [-1.59, 6.00, 2.56], [0.85, 6.22, 2.87], [3.10, 5.12, 2.80], [4.44, 3.05, 2.43], [3.22, 0.91, 2.02], [1.62, 0.25, -0.38], [1.18, -0.59, -1.78], [0.73, 0.06, -2.85], [0.28, -0.70, -3.99], [-0.36, -1.99, -3.48], [0.66, -2.72, -2.76], [0.78, -4.15, -2.97], [-0.47, -4.88, -2.55], [-1.58, -4.91, -3.39], [-2.75, -5.50, -2.98], [-2.83, -6.11, -1.74], [-1.72, -6.13, -0.92], [-0.54, -5.51, -1.32], [1.42, -2.03, -1.90], [2.72, -2.66, -1.10], [0.60, 1.50, -2.92], [1.66, 2.16, -3.77], [1.31, 2.78, -4.96], [2.26, 3.50, -5.68], [3.55, 3.61, -5.21], [3.91, 2.95, -4.04], [2.98, 2.23, -3.32], [1.12, -0.93, -4.65], [-0.45, -0.10, -4.55], [-0.71, -2.59, -4.31], [-1.21, -1.76, -2.82], [1.64, -4.49, -2.40], [0.97, -4.31, -4.04], [-1.52, -4.47, -4.38], [-3.61, -5.49, -3.63], [-3.75, -6.57, -1.41], [-1.77, -6.60, 0.05], [0.32, -5.50, -0.66], [0.67, 1.89, -1.90], [-0.38, 1.73, -3.33], [0.30, 2.72, -5.33], [1.97, 4.00, -6.60], [4.28, 4.20, -5.74], [4.93, 3.01, -3.68], [3.25, 1.73, -2.41], [-1.71, -2.60, 1.57], [-1.42, -2.59, 0.18], [-0.12, -3.14, 0.04], [-2.40, -3.25, -0.57], [-1.31, -1.24, -0.32], [-2.48, -1.05, 4.51], [-4.48, -2.19, 3.23]]
}

***

# 2
{
  "formula": "C43H43CsN12O2",
  "method": "ωB97M-V with the def2-TZVPD basis set",
  "total_charge": -2,
  "lumo_energy_ev": 3.8,
  "de_lowest_kcal_mol": 34.5,
  "energy_ha": -2492.1274,
  "elements": ["Cs", "O", "C", "N", "C", "C", "C", "C", "C", "C", "N", "C", "O", "C", "C", "C", "C", "C", "N", "C", "C", "C", "C", "C", "N", "H", "H", "H", "H", "H", "H", "H", "H", "H", "H", "H", "H", "C", "C", "C", "C", "C", "N", "C", "C", "C", "C", "C", "C", "C", "N", "C", "C", "C", "N", "C", "C", "N", "C", "C", "C", "N", "H", "H", "H", "H", "H", "H", "H", "H", "H", "H", "H", "H", "H", "H", "H", "H", "H", "H", "C", "N", "C", "C", "N", "N", "C", "C", "H", "H", "H", "H", "H", "H", "H", "H", "H", "H", "H", "H", "H"],
  "xyz": [[-0.97, -1.37, 0.64], [-4.77, -4.09, 1.25], [-3.70, -3.76, 0.70], [-2.48, -3.65, 1.19], [-2.19, -4.19, 2.45], [-2.61, -5.49, 2.78], [-2.22, -6.13, 3.95], [-1.39, -5.47, 4.84], [-0.97, -4.18, 4.54], [-1.36, -3.51, 3.38], [-0.81, -2.27, 3.06], [-1.18, -1.10, 3.52], [-0.69, 0.00, 3.15], [-2.33, -1.01, 4.51], [-2.13, -1.27, 5.87], [-3.20, -1.17, 6.73], [-4.44, -0.81, 6.22], [-4.54, -0.57, 4.86], [-3.52, -0.66, 4.02], [-3.78, -3.52, -0.82], [-4.80, -4.17, -1.51], [-4.88, -4.04, -2.89], [-3.96, -3.22, -3.53], [-3.01, -2.58, -2.76], [-2.91, -2.73, -1.44], [-3.26, -6.00, 2.08], [-2.57, -7.13, 4.16], [-1.06, -5.95, 5.76], [-0.29, -3.66, 5.21], [-1.15, -1.56, 6.22], [-3.08, -1.37, 7.79], [-5.31, -0.73, 6.86], [-5.50, -0.30, 4.42], [-5.49, -4.77, -0.94], [-5.65, -4.55, -3.45], [-3.99, -3.07, -4.61], [-2.29, -1.90, -3.22], [1.26, 6.95, -1.51], [1.37, 5.51, -1.07], [2.57, 4.97, -0.61], [2.66, 3.64, -0.24], [1.56, 2.75, -0.29], [1.66, 1.41, -0.11], [2.45, 0.88, 0.85], [2.78, 1.54, 2.06], [3.50, 0.93, 3.07], [3.95, -0.39, 2.96], [4.64, -1.09, 4.10], [3.64, -1.05, 1.78], [2.95, -0.45, 0.75], [2.76, -1.23, -0.44], [3.67, -2.05, -1.00], [3.06, -2.70, -2.05], [1.75, -2.18, -2.04], [1.58, -1.30, -1.07], [0.33, 3.35, -0.67], [0.25, 4.68, -1.07], [-0.89, 2.61, -0.62], [-1.24, 1.70, 0.32], [-2.55, 1.37, 0.08], [-2.91, 2.15, -1.03], [-1.91, 2.91, -1.45], [2.21, 7.47, -1.38], [0.50, 7.49, -0.93], [0.97, 7.03, -2.56], [3.46, 5.59, -0.58], [3.61, 3.23, 0.07], [2.41, 2.54, 2.21], [3.68, 1.48, 3.99], [5.11, -0.37, 4.77], [5.42, -1.77, 3.74], [3.94, -1.68, 4.70], [3.93, -2.09, 1.67], [4.68, -2.10, -0.62], [3.49, -3.43, -2.71], [0.93, -2.41, -2.70], [-0.72, 5.06, -1.37], [-0.56, 1.38, 1.09], [-3.17, 0.69, 0.66], [-3.86, 2.18, -1.56], [-0.77, 2.82, -5.18], [0.67, 2.73, -5.07], [1.34, 2.85, -6.35], [1.16, 1.79, -4.16], [0.37, 0.96, -3.61], [2.55, 1.84, -4.01], [3.13, 0.84, -3.13], [3.19, 3.15, -3.86], [-1.01, 3.74, -5.73], [-1.22, 2.87, -4.19], [-1.20, 1.96, -5.71], [0.89, 2.19, -7.10], [2.39, 2.59, -6.25], [1.27, 3.88, -6.72], [0.79, 0.36, -2.91], [2.81, 0.97, -2.09], [4.22, 0.92, -3.19], [2.85, -0.16, -3.46], [2.53, 3.93, -4.24], [4.13, 3.17, -4.41], [3.39, 3.37, -2.81]]
}

***

For each record above, in turn, the calculated F_max values are 0.03556 0.04688 hartree/bohr.